# 1
Molecular formula: C14H23N6O8P2RuS
Method: DFT, the ωB97M-V functional and the def2-TZVPD basis

Cartesian coordinates (Å):
1 Ru -0.34 0.31 -0.32
2 N -0.62 1.73 2.70
3 C -0.15 2.55 1.79
4 N 0.16 3.78 2.14
5 C 0.66 4.60 1.22
6 N 0.96 5.84 1.54
7 N 0.91 4.23 -0.09
8 C 0.60 3.02 -0.39
9 N 0.04 2.09 0.48
10 C 0.88 2.51 -1.74
11 C 1.38 3.27 -2.76
12 C 1.62 2.66 -3.99
13 C 1.35 1.31 -4.15
14 C 0.84 0.60 -3.08
15 N 0.61 1.19 -1.90
16 H -0.78 2.11 3.62
17 H -1.01 0.82 2.47
18 H 0.79 6.17 2.48
19 H 1.34 6.47 0.85
20 H 1.58 4.32 -2.59
21 H 2.01 3.24 -4.82
22 H 1.53 0.81 -5.09
23 H 0.62 -0.46 -3.15
24 C -3.34 -2.99 0.42
25 C -3.34 -1.84 -0.57
26 O -4.56 -1.63 -1.25
27 P -2.01 -1.97 -1.86
28 O -1.87 -3.48 -2.20
29 O -2.45 -1.28 -3.18
30 O -0.67 -1.42 -1.33
31 P -2.99 -0.20 0.16
32 O -4.19 0.28 1.01
33 O -2.57 0.68 -1.01
34 O -1.75 -0.32 1.08
35 H -3.53 -3.94 -0.08
36 H -4.11 -2.82 1.17
37 H -2.37 -3.05 0.93
38 H -5.03 -2.47 -1.40
39 H -1.68 -3.75 -3.11
40 H -2.93 -0.44 -3.10
41 H -5.03 0.51 0.58
42 O 1.06 -0.80 0.89
43 S 1.42 -2.29 1.12
44 C 1.72 -2.42 2.92
45 C 3.17 -2.88 3.07
46 C 3.96 -2.19 1.96
47 C 3.18 -2.45 0.68
48 H 0.98 -3.10 3.34
49 H 1.55 -1.41 3.29
50 H 3.24 -3.96 2.98
51 H 3.54 -2.61 4.06
52 H 4.97 -2.59 1.88
53 H 4.04 -1.12 2.15
54 H 3.29 -3.47 0.32
55 H 3.36 -1.75 -0.14

Computed properties:
charge = +3
lowest unoccupied orbital energy (spin up / spin down) = -10.34 / -12.24 eV
multiplicity = 5
HOMO energy (spin up / spin down) = -18.43 / -18.31 eV


# 2
Molecular formula: C14H23N8O2Ti
Method: DFT, the ωB97M-V functional and the def2-TZVPD basis

Cartesian coordinates (Å):
1 Ti 0.68 -0.01 0.51
2 N -0.49 1.22 -0.30
3 C -1.20 0.59 -1.44
4 C -1.68 1.52 -2.55
5 C -0.61 2.21 -3.41
6 C -0.51 3.72 -3.26
7 N 0.18 4.10 -1.96
8 H -0.07 3.44 -1.21
9 H -1.10 1.79 0.28
10 H -2.06 0.03 -1.07
11 H -0.52 -0.16 -1.88
12 H -2.37 2.25 -2.12
13 H -2.30 0.91 -3.20
14 H -0.85 2.06 -4.47
15 H 0.38 1.75 -3.30
16 H -1.49 4.19 -3.23
17 H 0.07 4.18 -4.05
18 H -0.06 5.05 -1.66
19 H 1.20 4.06 -2.06
20 N 0.11 -2.83 -1.45
21 C -0.61 -2.77 -0.33
22 N -1.62 -3.60 -0.18
23 C -2.30 -3.54 0.97
24 N -3.35 -4.30 1.14
25 N -1.95 -2.72 2.03
26 C -0.96 -1.93 1.79
27 N -0.27 -1.82 0.61
28 C -0.45 -1.08 2.91
29 C -0.76 -1.35 4.22
30 C -0.15 -0.58 5.21
31 C 0.76 0.41 4.85
32 C 1.05 0.60 3.52
33 N 0.46 -0.13 2.56
34 H -0.10 -3.57 -2.10
35 H 1.04 -2.43 -1.48
36 H -3.64 -4.94 0.40
37 H -3.85 -4.29 2.01
38 H -1.46 -2.14 4.46
39 H -0.38 -0.76 6.26
40 H 1.25 1.01 5.60
41 H 1.77 1.33 3.19
42 C 4.76 -0.30 -1.13
43 O 3.37 -0.85 -1.16
44 C 2.45 -0.36 -0.45
45 O 2.51 0.64 0.33
46 H 4.78 0.56 -0.47
47 H 5.37 -1.12 -0.77
48 H 4.98 -0.05 -2.16

Computed properties:
charge = +3
energy relative to the best compared isomer or geometry (same formula, charge and spin) = 0.0 kJ/mol
lowest unoccupied orbital energy = -10.28 eV
HOMO energy = -18.38 eV


# 3
Molecular formula: C14H23NO
Method: DFT, the ωB97M-V functional and the def2-TZVPD basis

Cartesian coordinates (Å):
1 C -0.95 -2.57 2.00
2 C -0.18 -2.42 0.55
3 C 0.11 -1.13 0.15
4 C -1.15 -0.09 0.36
5 C -1.03 1.41 1.00
6 C -1.97 2.08 0.98
7 C -3.25 1.86 0.24
8 C -3.36 0.65 -0.45
9 O -4.49 0.27 -1.11
10 C -2.37 -0.41 -0.17
11 C 1.03 -0.70 -1.04
12 C 0.12 -0.99 -2.15
13 C 1.52 0.63 -0.86
14 N 2.32 1.09 -0.07
15 C 3.63 0.18 0.29
16 C 2.64 2.30 0.30
17 H -1.88 -1.96 1.80
18 H -1.27 -3.59 2.36
19 H -0.35 -2.21 2.73
20 H -0.85 -2.66 -0.25
21 H 0.62 -3.07 0.49
22 H 0.70 -0.70 1.21
23 H -0.16 1.54 1.39
24 H -1.88 2.88 1.40
25 H -4.00 2.63 0.38
26 H -5.20 0.96 -0.77
27 H -2.40 -1.38 -0.81
28 H 1.76 -1.37 -0.89
29 H -0.34 -2.03 -2.38
30 H -0.76 -0.20 -2.22
31 H 0.81 -0.84 -3.07
32 H 0.77 1.19 -1.18
33 H 2.20 0.57 -1.93
34 H 3.33 -1.09 0.35
35 H 4.09 0.61 1.19
36 H 4.16 0.29 -0.43
37 H 3.11 2.68 1.12
38 H 3.22 2.66 -0.72
39 H 1.70 2.93 0.20

Computed properties:
energy relative to the best compared isomer or geometry (same formula, charge and spin) = 1247.2 kJ/mol
structure (SMILES) = CC[C@H](c1cccc(O)c1)[C@@H](C)CN(C)C
lowest unoccupied orbital energy = 0.77 eV
HOMO energy = -7.37 eV


# 4
Molecular formula: C14H23NO13
Method: DFT, the ωB97M-V functional and the def2-TZVPD basis

Cartesian coordinates (Å):
1 C -0.28 3.96 -0.16
2 C -1.25 5.09 -0.51
3 O -2.56 4.92 -0.12
4 H 0.67 4.09 -0.70
5 H -0.59 2.98 -0.54
6 H -0.11 3.87 0.91
7 H -1.20 5.23 -1.61
8 H -0.91 6.04 -0.05
9 N -2.09 -0.34 -0.91
10 O -1.83 0.81 -1.35
11 O -1.21 -1.24 -0.81
12 O -3.30 -0.62 -0.62
13 C 0.23 -3.70 1.76
14 C -0.49 -4.85 1.05
15 C -0.83 -4.44 -0.37
16 O -0.46 -5.54 -1.19
17 C 0.29 -6.39 -0.47
18 O 0.71 -7.43 -0.87
19 O 0.49 -5.88 0.76
20 H 0.34 -3.89 2.83
21 H -0.42 -2.83 1.70
22 H 1.21 -3.53 1.33
23 H -1.30 -5.28 1.64
24 H -0.26 -3.54 -0.62
25 H -1.86 -4.16 -0.55
26 C 1.24 2.42 2.99
27 C -0.13 1.78 2.92
28 C -0.42 0.89 1.72
29 O -1.07 -0.24 2.29
30 C -0.93 -0.26 3.62
31 O -1.27 -1.17 4.31
32 O -0.27 0.85 4.04
33 H 1.44 2.97 2.07
34 H 1.96 1.62 3.10
35 H 1.28 3.11 3.84
36 H -0.97 2.45 3.12
37 H 0.49 0.63 1.18
38 H -1.07 1.42 1.02
39 C 0.27 -0.02 -3.87
40 C 0.83 1.14 -3.06
41 C 1.24 0.76 -1.65
42 O 2.58 1.25 -1.50
43 C 3.05 1.64 -2.70
44 O 4.16 2.05 -2.84
45 O 2.12 1.53 -3.64
46 H -0.71 -0.28 -3.48
47 H 0.91 -0.89 -3.69
48 H 0.23 0.17 -4.94
49 H 0.20 2.02 -3.06
50 H 1.23 -0.32 -1.47
51 H 0.62 1.18 -0.87

Computed properties:
charge = -2
energy relative to the best compared isomer or geometry (same formula, charge and spin) = 6.0 kJ/mol
lowest unoccupied orbital energy = 4.35 eV
HOMO energy = -0.26 eV


# 5
Molecular formula: C14H24B3Cl6F12N4Ni
Method: DFT, the ωB97M-V functional and the def2-TZVPD basis

Cartesian coordinates (Å):
1 Ni -1.04 -0.94 -2.21
2 B -2.09 -3.52 -0.15
3 F -1.42 -3.63 1.10
4 F -2.09 -4.78 -0.77
5 F -3.41 -3.10 0.04
6 F -1.46 -2.57 -0.98
7 B 0.17 0.42 -0.31
8 F 0.92 0.47 0.84
9 F 0.85 -0.31 -1.30
10 F -1.06 -0.21 -0.09
11 F -0.11 1.70 -0.83
12 B 1.04 -3.54 -2.71
13 F 2.11 -3.48 -3.60
14 F 1.45 -3.73 -1.40
15 F 0.34 -2.28 -2.78
16 F 0.15 -4.58 -3.03
17 C -5.05 0.97 -0.67
18 C -3.95 0.23 -1.27
19 N -3.08 -0.34 -1.74
20 H -4.80 2.03 -0.61
21 H -5.28 0.63 0.34
22 H -5.90 0.89 -1.34
23 C 2.14 -1.24 3.49
24 C 1.71 -1.05 4.86
25 N 1.33 -0.99 5.94
26 H 2.54 -0.34 3.02
27 H 1.15 -1.41 3.05
28 H 2.90 -2.02 3.42
29 C 2.60 2.87 -0.81
30 C 1.99 3.76 -1.77
31 N 1.49 4.50 -2.49
32 H 2.18 2.95 0.19
33 H 3.66 3.10 -0.79
34 H 2.56 1.86 -1.21
35 C 0.87 2.07 -5.18
36 C 0.12 1.09 -4.45
37 N -0.40 0.30 -3.81
38 H 1.75 1.66 -5.69
39 H 1.23 2.86 -4.51
40 H 0.31 2.53 -5.99
41 Cl 4.68 -0.17 -1.08
42 C 3.64 -0.86 0.18
43 C 4.16 -2.19 0.70
44 Cl 5.49 -1.87 1.86
45 H 2.68 -1.00 -0.30
46 H 3.64 -0.09 0.95
47 H 4.54 -2.92 -0.01
48 H 3.37 -2.76 1.19
49 Cl -1.89 0.67 3.38
50 C -2.10 -0.94 2.57
51 C -2.34 -2.11 3.49
52 Cl -3.87 -1.91 4.38
53 H -1.14 -1.11 2.10
54 H -2.86 -0.83 1.80
55 H -1.59 -2.30 4.25
56 H -2.36 -3.03 2.90
57 Cl -2.93 5.11 0.51
58 C -2.00 3.64 0.75
59 C -0.53 3.87 1.03
60 Cl -0.23 4.67 2.58
61 H -2.18 2.89 -0.02
62 H -2.43 3.19 1.65
63 H -0.03 4.34 0.19
64 H -0.15 2.86 1.15

Computed properties:
charge = -1
lowest unoccupied orbital energy (spin up / spin down) = 1.72 / 0.15 eV
multiplicity = 3
HOMO energy (spin up / spin down) = -8.26 / -8.26 eV


# 6
Molecular formula: C14H24BrN4O2
Method: DFT, the ωB97M-V functional and the def2-TZVPD basis

Cartesian coordinates (Å):
1 Br 12.85 -16.35 7.81
2 C 16.59 -22.78 5.01
3 C 15.95 -21.47 5.53
4 O 14.90 -21.60 6.15
5 N 16.48 -20.27 5.47
6 C 17.72 -19.99 4.65
7 H 17.67 -22.77 5.08
8 H 16.14 -23.00 4.04
9 H 16.33 -23.64 5.63
10 H 15.91 -19.54 5.86
11 H 17.93 -18.93 4.80
12 H 17.54 -20.18 3.59
13 H 18.57 -20.55 5.04
14 C 17.92 -16.64 9.55
15 C 17.72 -17.66 10.63
16 O 18.64 -17.90 11.42
17 N 16.52 -18.22 10.68
18 C 16.18 -19.38 11.44
19 H 17.91 -17.15 8.59
20 H 18.95 -16.29 9.61
21 H 17.32 -15.74 9.53
22 H 15.75 -17.82 10.17
23 H 15.69 -20.10 10.79
24 H 15.48 -19.16 12.25
25 H 17.05 -19.86 11.89
26 N 16.79 -14.58 3.90
27 C 17.84 -14.02 4.55
28 C 18.83 -13.93 3.63
29 C 18.41 -14.37 2.38
30 C 17.13 -14.81 2.58
31 H 15.93 -14.90 4.32
32 H 17.81 -13.70 5.58
33 H 19.82 -13.52 3.77
34 H 19.04 -14.48 1.51
35 H 16.38 -15.28 1.96
36 N 10.65 -12.46 10.57
37 C 10.30 -12.50 11.88
38 C 9.39 -11.44 12.07
39 C 9.14 -10.82 10.78
40 C 9.98 -11.46 9.89
41 H 11.17 -13.16 10.06
42 H 10.67 -13.28 12.53
43 H 9.06 -11.10 13.04
44 H 8.49 -9.98 10.60
45 H 10.01 -11.46 8.81

Computed properties:
charge = -1
energy relative to the best compared isomer or geometry (same formula, charge and spin) = 96.0 kJ/mol
lowest unoccupied orbital energy = 2.41 eV
HOMO energy = -4.25 eV


# 7
Molecular formula: C14H24FLiN2O3S
Method: DFT, the ωB97M-V functional and the def2-TZVPD basis

Cartesian coordinates (Å):
1 C 5.09 -0.96 1.59
2 C 4.52 0.55 1.13
3 S 3.27 0.23 -0.23
4 C 1.81 1.41 -0.15
5 C 0.37 0.73 -0.66
6 C 0.37 0.40 -2.27
7 O -0.81 0.55 -2.95
8 N 1.54 -0.11 -3.08
9 C 1.69 -1.61 -3.02
10 O 1.00 -2.33 -3.95
11 F 2.47 -2.39 -2.03
12 C 0.08 -0.67 0.14
13 C -1.46 -1.22 0.06
14 C -1.63 -2.29 1.33
15 C -1.75 -2.15 -1.30
16 N -2.54 -0.17 0.07
17 O -3.66 -0.59 0.68
18 C -2.07 1.18 0.56
19 C -1.81 1.26 2.20
20 C -3.34 2.23 0.28
21 C -0.79 1.81 -0.26
22 H 5.50 -0.97 2.69
23 H 4.17 -1.70 1.42
24 H 5.91 -1.30 0.80
25 H 5.47 1.09 0.67
26 H 4.13 1.18 2.03
27 H 2.01 2.45 -0.70
28 H 1.62 1.67 1.00
29 H 1.37 0.09 -4.11
30 H 0.90 -1.48 -0.17
31 H 0.30 -0.45 1.29
32 H -1.63 -1.76 2.38
33 H -2.62 -2.94 1.15
34 H -0.74 -3.08 1.29
35 H -2.75 -1.82 -1.85
36 H -1.86 -3.30 -1.02
37 H -0.90 -2.08 -2.10
38 H -2.18 0.31 2.78
39 H -2.38 2.20 2.65
40 H -0.66 1.49 2.35
41 H -4.28 1.95 0.94
42 H -2.97 3.28 0.66
43 H -3.64 2.29 -0.85
44 H -0.30 2.62 0.47
45 H -1.15 2.45 -1.20
46 Li -5.68 1.95 -0.69

Computed properties:
charge = +1
energy relative to the best compared isomer or geometry (same formula, charge and spin) = 907.7 kJ/mol
lowest unoccupied orbital energy (spin up / spin down) = -4.72 / -4.72 eV
multiplicity = 2
HOMO energy (spin up / spin down) = -10.89 / -10.89 eV


# 8
Molecular formula: C14H24N2S
Method: DFT, the ωB97M-V functional and the def2-TZVPD basis

Cartesian coordinates (Å):
1 C -5.26 -0.62 -0.53
2 C -4.67 -0.10 0.73
3 C -3.79 1.20 0.51
4 C -2.89 1.45 1.65
5 C -2.16 2.84 1.27
6 C -0.64 2.77 0.94
7 C -0.35 1.93 -0.46
8 C 1.19 1.87 -0.79
9 C 1.97 0.71 -0.18
10 C 3.31 0.33 1.75
11 C 3.24 -0.97 1.52
12 C 1.91 -0.78 -0.39
13 C 1.16 -3.34 -1.09
14 C 2.30 -3.70 -2.18
15 H -6.15 0.11 -0.64
16 H -5.63 -1.62 -0.51
17 H -4.58 -0.25 -1.43
18 H -3.90 -0.72 1.32
19 H -5.44 0.19 1.50
20 H -3.23 1.35 -0.56
21 H -4.71 2.02 0.42
22 H -3.17 1.31 2.71
23 H -1.87 0.66 1.72
24 H -2.37 3.31 0.10
25 H -2.29 3.71 2.03
26 H 0.03 2.51 1.81
27 H -0.44 3.91 0.83
28 H -0.83 2.20 -1.48
29 H -0.51 0.71 -0.36
30 H 1.25 1.59 -1.80
31 H 1.89 2.82 -0.55
32 H 3.56 0.72 2.92
33 H 3.93 -1.55 2.27
34 H 1.87 -3.19 0.15
35 H 0.22 -4.17 -1.07
36 H 3.29 -3.61 -1.44
37 H 2.31 -4.91 -2.32
38 H 2.34 -3.08 -3.16
39 N 2.84 1.21 0.79
40 N 2.69 -1.45 0.37
41 S 0.86 -1.49 -1.69

Computed properties:
energy relative to the best compared isomer or geometry (same formula, charge and spin) = 887.1 kJ/mol
lowest unoccupied orbital energy = 0.22 eV
HOMO energy = -8.52 eV


# 9
Molecular formula: C14H24N3O6S3
Method: DFT, the ωB97M-V functional and the def2-TZVPD basis

Cartesian coordinates (Å):
1 C 2.42 2.21 -0.28
2 C 1.11 2.93 -0.16
3 C 0.59 3.69 -1.19
4 C -0.58 4.37 -1.07
5 C -1.32 4.33 0.09
6 C -2.60 5.13 0.17
7 S -4.12 4.16 0.30
8 O -4.90 4.41 -0.90
9 O -4.78 4.65 1.49
10 N -3.65 2.62 0.35
11 S -4.84 1.56 0.38
12 O -6.04 1.96 1.05
13 O -4.30 0.34 0.93
14 S -5.43 1.05 -1.58
15 C -0.82 3.57 1.12
16 C 0.36 2.89 0.99
17 H 2.53 1.64 -1.21
18 H 3.22 2.97 -0.30
19 H 2.61 1.62 0.61
20 H 1.16 3.74 -2.12
21 H -0.94 4.96 -1.91
22 H -2.64 5.77 -0.71
23 H -2.56 5.80 1.03
24 H -4.74 1.87 -2.39
25 H -1.37 3.53 2.06
26 H 0.76 2.31 1.81
27 C 4.57 -0.97 1.20
28 O 4.47 0.24 1.23
29 N 3.54 -1.81 0.98
30 C 3.73 -3.25 0.96
31 C 2.21 -1.26 0.77
32 H 5.53 -1.49 1.35
33 H 3.42 -3.64 -0.02
34 H 3.11 -3.71 1.74
35 H 4.77 -3.50 1.13
36 H 2.23 -0.61 -0.10
37 H 1.92 -0.67 1.64
38 H 1.49 -2.05 0.61
39 C 0.32 -3.94 -1.71
40 O 0.80 -2.90 -1.32
41 N 0.02 -5.00 -0.94
42 C -0.55 -6.22 -1.48
43 C 0.27 -4.93 0.49
44 H 0.08 -4.11 -2.78
45 H -1.53 -6.40 -1.03
46 H 0.11 -7.06 -1.28
47 H -0.68 -6.12 -2.56
48 H -0.29 -4.10 0.92
49 H 1.33 -4.75 0.67
50 H -0.03 -5.86 0.97

Computed properties:
charge = -1
lowest unoccupied orbital energy = 1.96 eV
HOMO energy = -5.64 eV


# 10
Molecular formula: C14H24N4O3S2
Method: DFT, the ωB97M-V functional and the def2-TZVPD basis

Cartesian coordinates (Å):
1 C -5.11 -0.10 -2.31
2 C -3.95 -0.58 -1.46
3 C -4.14 -0.33 0.05
4 C -5.38 -1.03 0.61
5 C -5.35 -1.08 2.13
6 C -4.24 1.16 0.28
7 O -5.26 1.79 0.41
8 N -3.04 1.88 0.32
9 C -1.75 1.47 0.28
10 N -1.31 0.26 0.16
11 N 0.01 0.17 0.17
12 C 0.62 1.29 0.28
13 S 2.40 1.57 0.34
14 O 2.64 2.72 -0.46
15 O 2.72 1.62 1.74
16 N 2.96 0.22 -0.42
17 C 4.04 0.45 -1.35
18 C 5.34 0.88 -0.66
19 C 6.23 -0.28 -0.19
20 C 5.48 -1.49 0.38
21 C 4.26 -1.14 1.24
22 C 2.99 -0.97 0.41
23 S -0.43 2.67 0.41
24 H -5.34 0.94 -2.13
25 H -4.87 -0.22 -3.37
26 H -6.01 -0.68 -2.10
27 H -3.80 -1.65 -1.60
28 H -3.03 -0.07 -1.77
29 H -3.25 -0.70 0.56
30 H -6.28 -0.50 0.29
31 H -5.42 -2.05 0.21
32 H -5.35 -0.08 2.55
33 H -4.46 -1.60 2.49
34 H -6.23 -1.61 2.51
35 H -3.18 2.87 0.43
36 H 4.18 -0.46 -1.95
37 H 3.70 1.25 -2.01
38 H 5.92 1.50 -1.35
39 H 5.06 1.51 0.18
40 H 6.85 -0.62 -1.02
41 H 6.91 0.12 0.57
42 H 5.16 -2.14 -0.43
43 H 6.19 -2.06 0.98
44 H 4.08 -1.96 1.94
45 H 4.44 -0.24 1.82
46 H 2.85 -1.83 -0.25
47 H 2.12 -0.89 1.07

Computed properties:
energy relative to the best compared isomer or geometry (same formula, charge and spin) = 9.9 kJ/mol
structure (SMILES) = CCC(CC)C(=O)Nc1nnc(S(=O)(=O)N2CCCCCC2)s1
lowest unoccupied orbital energy = 0.26 eV
HOMO energy = -9.45 eV